Record 1
Formula: C50H98F2O23S6
Source: OMol25
Level of theory: wB97M-V/def2-TZVPD

The calculation puts the LUMO energy at 0.004 hartree. The maximum force comes out at 0.02513 hartree/bohr. The multiplicity is 1. For the HOMO energy, the calculation gives -9.32 eV. The value obtained for the gap between HOMO and LUMO is 0.347 Ha.

Last column: Mulliken charge in e.
Geometry (Å):
C1 4.225 0.748 -2.406  0.63
C2 4.871 0.216 -3.681  -0.25
C3 4.067 0.854 -4.793  -0.76
O1 2.742 0.952 -4.297  -0.49
C4 2.792 1.112 -2.869  1.42
H1 4.726 1.629 -2.007  0.13
H2 4.172 0.009 -1.614  -0.74
H3 4.750 -0.873 -3.696  -0.15
H4 5.940 0.402 -3.778  0.46
H5 4.143 0.314 -5.735  0.47
H6 4.438 1.877 -4.969  0.25
H7 2.022 0.462 -2.448  -0.83
H8 2.585 2.164 -2.665  -0.25
C5 3.949 -1.841 3.836  0.12
C6 4.507 -2.867 4.825  -0.55
C7 4.533 -4.124 3.968  -0.58
O2 3.352 -4.052 3.170  -0.49
C8 3.012 -2.693 2.937  0.80
H9 4.699 -1.328 3.227  -0.21
H10 3.438 -1.021 4.349  0.02
H11 3.779 -3.003 5.624  0.30
H12 5.478 -2.551 5.202  0.34
H13 4.538 -5.031 4.571  0.38
H14 5.396 -4.156 3.290  0.19
H15 1.966 -2.515 3.181  0.39
H16 3.246 -2.429 1.905  -0.82
C9 2.263 6.404 -0.563  -0.74
C10 2.044 5.566 0.708  -0.49
C11 1.843 4.175 0.130  1.41
O3 2.744 4.108 -0.971  -0.13
C12 3.031 5.420 -1.450  -0.68
H17 2.819 7.303 -0.317  0.45
H18 1.266 6.603 -0.956  0.20
H19 1.176 5.917 1.267  0.39
H20 2.931 5.571 1.346  0.27
H21 0.794 4.027 -0.165  -0.11
H22 2.108 3.379 0.825  -1.09
H23 2.736 5.566 -2.493  0.27
H24 4.113 5.545 -1.353  0.33
C13 -0.598 0.301 0.488  2.14
C14 0.724 1.042 0.624  1.11
C15 1.772 -0.061 0.722  0.67
O4 1.072 -1.305 0.532  0.19
C16 -0.131 -0.993 -0.152  0.49
H25 -1.383 0.846 -0.039  0.26
H26 -1.035 0.028 1.451  -1.17
H27 0.675 1.689 1.508  0.50
H28 0.970 1.733 -0.182  -1.89
H29 2.310 -0.106 1.668  -0.03
H30 2.513 0.040 -0.072  -1.08
H31 -0.866 -1.797 -0.046  -0.19
H32 0.009 -0.931 -1.244  -0.81
C17 -0.746 2.465 -2.959  0.52
C18 -2.134 3.047 -2.744  0.37
C19 -2.693 2.902 -4.153  -0.86
O5 -2.231 1.630 -4.606  -0.51
C20 -1.075 1.258 -3.849  1.69
H33 -0.189 2.233 -2.053  -0.85
H34 -0.151 3.173 -3.544  0.37
H35 -2.106 4.078 -2.396  0.23
H36 -2.744 2.448 -2.061  -0.24
H37 -2.301 3.699 -4.803  0.38
H38 -3.780 2.981 -4.210  0.36
H39 -0.258 0.998 -4.520  -0.04
H40 -1.285 0.370 -3.236  -1.49
O6 -5.440 -4.059 -1.262  -0.61
S1 -6.114 -3.168 -2.143  1.20
O7 -7.427 -2.723 -1.836  -0.66
O8 -5.247 -1.850 -2.262  -0.33
C21 -3.846 -2.007 -2.608  -0.60
C22 -3.136 -0.754 -2.181  1.33
C23 -6.042 -3.786 -3.791  -0.92
H41 -3.753 -2.196 -3.677  0.52
H42 -3.420 -2.869 -2.095  0.44
H43 -2.141 -0.768 -2.632  -0.80
H44 -2.989 -0.766 -1.099  -0.78
H45 -3.658 0.158 -2.465  0.44
H46 -5.058 -4.216 -3.964  0.24
H47 -6.278 -2.969 -4.468  0.32
H48 -6.815 -4.548 -3.876  0.45
O9 4.723 0.891 0.757  -0.04
S2 4.959 1.973 1.650  0.75
O10 4.786 3.335 1.281  -0.63
O11 4.025 1.662 2.903  -0.05
C24 3.687 2.766 3.776  0.22
C25 2.730 2.206 4.807  -1.29
C26 6.543 1.765 2.384  -1.18
H49 3.232 3.565 3.192  -0.10
H50 4.592 3.166 4.240  0.36
H51 1.883 1.743 4.297  0.20
H52 2.318 2.981 5.452  0.45
H53 3.231 1.453 5.413  0.30
H54 6.723 2.647 2.994  0.40
H55 7.280 1.713 1.586  0.43
H56 6.529 0.831 2.936  0.26
O12 0.803 -7.057 0.603  -0.71
S3 0.144 -5.986 -0.060  1.23
O13 -0.501 -6.197 -1.318  -0.59
O14 -0.952 -5.412 0.941  -0.41
C27 -2.103 -4.769 0.351  0.56
C28 -2.735 -3.875 1.390  -0.73
C29 1.225 -4.594 -0.157  0.03
H57 -2.804 -5.513 -0.022  0.43
H58 -1.826 -4.149 -0.508  -0.46
H59 -2.934 -4.417 2.318  0.50
H60 -3.706 -3.529 1.033  0.05
H61 -2.105 -3.013 1.607  -0.06
H62 2.032 -4.886 -0.824  0.37
H63 1.587 -4.465 0.861  0.07
H64 0.643 -3.751 -0.514  -0.40
O15 -4.827 1.356 0.552  -0.72
S4 -4.819 0.169 1.345  1.60
O16 -3.662 -0.644 1.453  -0.62
O17 -5.151 0.589 2.834  -0.18
C30 -6.184 1.578 3.017  -0.47
C31 -5.580 2.906 3.433  -0.61
C32 -6.188 -0.900 0.954  -1.11
H65 -6.861 1.218 3.790  0.40
H66 -6.744 1.707 2.091  0.40
H67 -4.714 2.809 4.084  0.05
H68 -6.343 3.532 3.899  0.47
H69 -5.261 3.471 2.553  -0.08
H70 -6.663 -0.525 0.049  0.43
H71 -6.899 -0.929 1.770  0.49
H72 -5.715 -1.844 0.696  0.03
O18 -1.732 5.221 -0.187  -0.57
S5 -2.164 5.181 1.170  1.08
O19 -1.593 6.073 2.117  -0.72
O20 -3.732 5.339 1.220  -0.23
C33 -4.414 5.788 0.037  0.03
C34 -5.829 5.247 0.069  -1.07
C35 -2.092 3.514 1.751  0.50
H73 -3.907 5.472 -0.876  0.12
H74 -4.400 6.880 -0.026  0.33
H75 -5.856 4.181 0.288  0.10
H76 -6.329 5.427 -0.883  0.42
H77 -6.421 5.772 0.823  0.32
H78 -1.055 3.203 1.626  -0.43
H79 -2.712 2.956 1.053  -0.24
H80 -2.399 3.523 2.790  0.35
O21 -0.820 -3.144 -2.776  -0.27
S6 -1.077 -3.753 -4.043  1.14
O22 -2.390 -4.190 -4.382  -0.73
O23 -0.639 -2.746 -5.167  -0.40
C36 0.562 -1.967 -4.979  1.52
C37 0.882 -1.325 -6.314  -1.50
C38 0.068 -5.051 -4.253  -0.89
H81 1.391 -2.581 -4.624  0.04
H82 0.397 -1.178 -4.245  -0.66
H83 1.837 -0.820 -6.256  0.11
H84 0.125 -0.565 -6.531  0.37
H85 0.797 -2.023 -7.147  0.47
H86 0.119 -5.245 -5.328  0.47
H87 -0.278 -5.957 -3.771  0.40
H88 1.048 -4.678 -3.969  -0.06
F1 3.396 -3.296 -2.922  -0.15
C39 4.477 -3.147 -2.115  -0.76
C40 4.316 -2.505 -0.910  0.63
C41 5.393 -2.436 -0.039  -0.13
C42 6.616 -2.994 -0.410  -1.03
C43 6.782 -3.505 -1.688  -0.58
C44 5.703 -3.600 -2.553  -0.53
H89 3.366 -2.065 -0.623  0.57
H90 5.296 -1.974 0.935  0.45
H91 7.419 -2.986 0.315  0.45
H92 7.759 -3.852 -2.000  0.40
H93 5.799 -4.003 -3.552  0.50
F2 -2.659 1.350 8.000  -0.34
C45 -2.506 0.482 6.977  0.18
C46 -2.448 -0.866 7.257  -0.49
C47 -2.341 -1.776 6.215  -0.63
C48 -2.210 -1.326 4.901  -0.45
C49 -2.219 0.040 4.655  0.32
C50 -2.393 0.957 5.689  -0.63
H94 -2.460 -1.195 8.288  0.44
H95 -2.356 -2.834 6.441  0.40
H96 -2.087 -2.059 4.115  0.50
H97 -2.259 0.359 3.619  0.10
H98 -2.381 2.007 5.426  0.52

Record 2
Formula: C51H100O39
Source: OMol25
Level of theory: wB97M-V/def2-TZVPD

The calculation puts the LUMO energy (spin up / spin down) at -0.085 / -0.361 hartree. The maximum force comes out at 0.10146 hartree/bohr. The total charge is +1. The multiplicity is 2. For the HOMO energy (spin up / spin down), the calculation gives -11.90 / -11.90 eV. The value obtained for the gap between HOMO and LUMO (spin up / spin down) is 0.352 / 0.076 Ha.

Last column: Mulliken charge in e.
Geometry (Å):
C1 4.898 0.558 -0.757  1.06
C2 6.373 0.810 -0.994  -0.15
O1 6.933 0.377 0.266  -0.39
C3 6.051 -0.438 0.887  0.44
O2 6.124 -0.925 2.002  -0.49
O3 4.900 -0.489 0.134  -0.15
H1 4.491 0.174 -1.692  -0.09
H2 4.403 1.407 -0.285  -0.53
H3 6.628 1.862 -1.124  0.03
H4 6.789 0.233 -1.820  0.24
C4 -6.417 -4.339 -2.998  -1.45
C5 -5.215 -4.437 -2.085  0.65
O4 -5.721 -4.302 -0.778  -0.30
C6 -5.025 -4.029 0.373  0.46
O5 -5.544 -4.250 1.509  -0.66
O6 -3.715 -3.688 0.147  0.09
C7 -2.777 -3.551 1.210  -1.12
H5 -7.152 -5.028 -2.582  0.43
H6 -6.254 -4.743 -3.997  0.38
H7 -6.857 -3.347 -3.103  0.21
H8 -4.461 -3.720 -2.410  -0.12
H9 -4.861 -5.454 -2.257  0.19
H10 -1.941 -2.945 0.860  0.17
H11 -2.559 -4.508 1.684  0.52
H12 -3.118 -2.898 2.013  0.50
C8 5.374 -4.611 2.442  -0.76
C9 4.788 -5.167 3.764  -0.44
O7 4.091 -4.077 4.310  -0.19
C10 3.269 -4.291 5.252  0.39
O8 3.044 -5.365 5.834  -0.62
O9 2.501 -3.140 5.266  0.15
C11 1.532 -2.980 6.321  -0.87
H13 4.562 -4.448 1.734  0.06
H14 6.146 -5.273 2.048  0.48
H15 5.839 -3.646 2.642  0.16
H16 5.660 -5.300 4.404  0.40
H17 4.155 -6.045 3.639  0.41
H18 1.931 -3.140 7.323  0.33
H19 0.754 -3.733 6.192  0.31
H20 1.051 -2.011 6.187  0.26
C12 -5.492 -0.238 -4.311  -0.68
C13 -6.370 -0.025 -3.051  -0.38
O10 -5.640 -0.295 -1.925  0.20
C14 -6.123 0.073 -0.685  0.29
O11 -7.046 0.816 -0.476  -0.57
O12 -5.372 -0.512 0.241  0.07
C15 -5.542 -0.176 1.662  -0.61
H21 -5.097 -1.254 -4.273  -0.10
H22 -4.745 0.555 -4.341  0.16
H23 -6.118 -0.187 -5.202  0.51
H24 -7.279 -0.620 -3.134  0.43
H25 -6.804 0.972 -3.121  0.08
H26 -5.463 0.905 1.780  0.22
H27 -4.842 -0.776 2.242  0.09
H28 -6.584 -0.436 1.847  0.34
C16 -1.643 2.122 1.653  -1.00
C17 -2.639 2.998 0.781  0.20
O13 -3.817 3.238 1.547  -0.25
C18 -4.298 4.524 1.579  0.84
O14 -3.839 5.427 0.843  -0.58
O15 -5.119 4.633 2.597  -0.34
C19 -5.870 5.853 2.751  -0.67
H29 -0.795 1.707 1.108  -0.04
H30 -2.137 1.230 2.038  0.32
H31 -1.257 2.579 2.565  0.51
H32 -2.827 2.349 -0.075  -0.34
H33 -2.052 3.860 0.465  0.51
H34 -6.377 5.821 3.716  0.27
H35 -6.618 6.036 1.980  0.26
H36 -5.217 6.723 2.677  0.33
C20 -0.652 -6.254 -2.514  -1.61
C21 -1.248 -4.891 -2.121  0.79
O16 -2.130 -4.351 -3.114  -0.16
C22 -1.696 -3.517 -4.125  0.83
O17 -0.558 -3.316 -4.430  -0.61
O18 -2.792 -2.872 -4.559  -0.23
C23 -2.635 -1.785 -5.439  -0.72
H37 0.146 -6.315 -3.253  0.37
H38 -1.351 -7.037 -2.806  0.38
H39 -0.181 -6.684 -1.630  0.37
H40 -0.464 -4.164 -1.908  -0.27
H41 -1.752 -4.923 -1.155  0.10
H42 -3.571 -1.339 -5.776  0.27
H43 -2.005 -2.136 -6.257  0.38
H44 -2.064 -1.013 -4.923  0.19
C24 -7.224 5.217 -2.755  -1.38
C25 -7.069 4.189 -1.729  0.14
O19 -5.948 3.411 -2.081  0.05
C26 -4.631 3.829 -2.188  0.51
O20 -4.199 4.967 -1.866  -0.61
O21 -3.918 2.850 -2.723  -0.11
C27 -2.688 3.054 -3.382  -1.02
H45 -7.390 4.787 -3.743  0.30
H46 -6.415 5.945 -2.828  0.32
H47 -8.079 5.846 -2.506  0.42
H48 -7.969 3.574 -1.735  0.31
H49 -6.908 4.736 -0.800  -0.04
H50 -2.194 2.104 -3.587  0.05
H51 -2.044 3.854 -3.018  0.54
H52 -2.863 3.449 -4.383  0.42
C28 2.063 2.565 2.165  -0.81
C29 3.495 2.796 2.527  0.14
O22 4.071 3.494 1.443  -0.17
C30 5.311 4.022 1.452  0.52
O23 5.978 4.189 2.459  -0.58
O24 5.711 4.249 0.121  -0.12
C31 7.075 4.689 -0.122  -0.80
H53 1.955 1.754 1.445  -0.42
H54 1.576 3.440 1.735  0.47
H55 1.566 2.250 3.083  0.52
H56 3.937 1.836 2.792  -0.26
H57 3.568 3.453 3.394  0.62
H58 7.095 4.747 -1.210  0.24
H59 7.748 3.860 0.098  0.34
H60 7.390 5.676 0.218  0.33
C32 6.202 1.022 5.372  -1.46
C33 5.165 -0.111 5.120  0.92
O25 4.267 -0.193 6.219  -0.30
C34 3.165 0.501 6.336  0.91
O26 2.581 1.188 5.516  -0.61
O27 2.827 0.462 7.566  -0.36
C35 1.709 1.014 8.164  -0.74
H61 5.798 2.032 5.437  0.35
H62 6.793 0.956 4.458  0.39
H63 6.828 0.797 6.236  0.39
H64 5.769 -1.016 5.055  0.24
H65 4.754 0.044 4.123  -0.53
H66 1.208 1.832 7.648  0.33
H67 1.892 1.206 9.222  0.29
H68 0.902 0.281 8.138  0.28
C36 -2.254 -0.713 -1.262  -0.25
C37 -0.714 -0.599 -1.201  1.79
O28 -0.302 -0.953 0.117  0.08
C38 1.019 -0.965 0.294  0.45
O29 1.917 -0.558 -0.418  -0.32
O30 1.230 -1.382 1.559  0.46
C39 2.587 -1.531 1.966  -0.44
H69 -2.594 -0.377 -2.242  0.30
H70 -2.796 -0.178 -0.482  -0.18
H71 -2.512 -1.769 -1.194  -0.56
H72 -0.406 0.394 -1.528  -0.10
H73 -0.239 -1.370 -1.809  -0.95
H74 3.236 -1.913 1.179  0.68
H75 2.698 -2.097 2.891  -0.08
H76 3.039 -0.558 2.162  -0.01
C40 0.860 -5.520 0.854  -1.73
C41 1.496 -4.763 2.025  0.44
O31 0.428 -4.066 2.702  0.24
C42 -0.492 -4.674 3.444  0.41
O32 -0.603 -5.927 3.639  -0.62
O33 -1.286 -3.773 3.973  -0.10
C43 -2.346 -4.178 4.779  -0.88
H77 0.350 -4.898 0.118  0.23
H78 0.228 -6.366 1.125  0.55
H79 1.618 -6.005 0.239  0.58
H80 2.166 -3.965 1.703  -0.39
H81 2.098 -5.318 2.744  0.29
H82 -2.206 -4.976 5.508  0.34
H83 -3.262 -4.376 4.222  0.34
H84 -2.633 -3.318 5.384  0.30
C44 1.337 3.085 -1.570  -0.07
C45 1.667 3.095 -3.016  0.84
O34 0.872 3.984 -3.827  -0.28
C46 1.357 5.254 -4.165  0.64
O35 2.478 5.604 -3.873  -0.55
O36 0.447 5.943 -4.860  -0.28
C47 0.756 7.081 -5.656  -0.69
H85 1.465 4.098 -1.188  0.54
H86 2.120 2.511 -1.076  -0.20
H87 0.353 2.791 -1.203  -0.13
H88 1.296 2.106 -3.285  -0.42
H89 2.725 3.003 -3.260  -0.52
H90 1.203 7.882 -5.067  0.30
H91 -0.076 7.529 -6.199  0.26
H92 1.449 6.845 -6.463  0.32
C48 5.356 2.945 -4.449  -0.54
C49 5.505 1.444 -4.673  -0.62
O37 4.537 0.713 -3.958  -0.20
C50 3.368 0.398 -4.538  0.68
O38 3.027 0.636 -5.709  -0.63
O39 2.618 -0.244 -3.579  -0.03
C51 1.322 -0.728 -3.883  -0.76
H93 6.002 3.476 -5.148  0.41
H94 5.760 3.171 -3.463  0.02
H95 4.322 3.282 -4.524  0.19
H96 6.433 1.040 -4.268  0.39
H97 5.502 1.261 -5.748  0.43
H98 0.488 -0.056 -3.681  0.27
H99 1.100 -1.543 -3.195  0.02
H100 1.334 -1.167 -4.881  0.55

- Look up the maximum force of the first one.
  0.02513 hartree/bohr

- Which value of maximum force does entry 1 give?
  0.02513 hartree/bohr

- Number 2 is which compound?
  C51H100O39